# 1
ORCA calculation (the ωB97M-V functional and the def2-TZVPD basis) on a structure of composition C14H29IN4O2 at a distorted geometry.

Calculated values
E_LUMO	-0.9	eV
HOMO level	-5.504	eV

CARTESIAN COORDINATES (ANGSTROEM)
C (0.9973, 2.0383, 2.3014)
C (0.4206, 1.1565, 1.4774)
C (0.8469, -0.3291, 1.6066)
N (-0.2844, -1.0765, 2.2717)
C (-1.1836, -1.4751, 1.2406)
N (-2.3671, -0.9479, 1.2307)
C (-3.3544, -1.2701, 0.1721)
C (-4.7799, -0.6880, 0.4469)
O (-5.7138, -1.7514, 0.6628)
C (-5.3092, 0.1980, -0.7617)
N (-4.9610, -0.3388, -2.1166)
N (-0.6721, -2.3668, 0.2994)
C (0.2123, -1.5777, -0.6055)
C (1.3556, -0.9924, 0.2943)
C (2.2699, -0.0850, -0.6003)
C (3.7066, -0.7158, -0.8525)
C (4.3856, 0.0896, -2.0011)
C (4.9622, 1.4931, -1.5716)
O (5.0442, 1.6935, -0.1621)
C (4.2914, 2.8163, 0.2933)
H (1.8593, 1.7149, 2.9249)
H (0.6625, 3.0824, 2.4198)
H (-0.2962, 1.5381, 0.7233)
H (1.6996, -0.3619, 2.3288)
H (-0.7833, -0.3676, 2.8204)
H (-2.6643, -0.2855, 1.9485)
H (-2.9282, -0.9829, -0.8225)
H (-3.4680, -2.3832, 0.1197)
H (-4.8255, -0.0602, 1.3697)
H (-6.1322, -1.9547, -0.1909)
H (-4.9370, 1.2484, -0.6834)
H (-6.4075, 0.2509, -0.7213)
H (-4.9182, -1.3583, -2.1246)
H (-4.0454, 0.0124, -2.4012)
H (-1.3907, -2.8980, -0.1872)
H (0.6970, -2.2918, -1.3106)
H (-0.3423, -0.7896, -1.1767)
H (1.9802, -1.8756, 0.5840)
H (1.7978, -0.0220, -1.6141)
H (2.4533, 0.9334, -0.2014)
H (4.2332, -0.6366, 0.1265)
H (3.5830, -1.7956, -1.1015)
H (5.2204, -0.5063, -2.4376)
H (3.6253, 0.2416, -2.8071)
H (6.0135, 1.5347, -1.9594)
H (4.4295, 2.3153, -2.1097)
H (3.3874, 2.9948, -0.3466)
H (3.8832, 2.5371, 1.2974)
H (4.8722, 3.7624, 0.3573)
I (-7.1256, 0.5323, 1.5497)

# 2
ORCA calculation (the ωB97M-V functional and the def2-TZVPD basis) on a structure of composition C14H29N3NiO3SSi2.

Calculated values
energy above the lowest of the compared OMol25 structures with the same formula, charge and spin	0.0	kcal/mol
E_LUMO	-0.3	eV
HOMO level	-6.798	eV

CARTESIAN COORDINATES (ANGSTROEM)
Ni (-0.1540, -0.2478, 0.1368)
C (-2.1937, -4.8858, -0.5323)
O (-2.4201, -3.4951, -0.7734)
C (-1.5594, -2.5885, -0.3355)
O (-1.7342, -1.4063, -0.5738)
N (-0.4796, -3.0193, 0.3753)
N (0.3764, -2.0123, 0.8513)
H (-3.0107, -5.4028, -1.0233)
H (-2.2262, -5.1083, 0.5361)
H (-1.2484, -5.2092, -0.9705)
H (-0.3578, -3.9649, 0.6927)
H (1.3388, -2.2124, 0.5902)
H (0.3238, -1.9402, 1.8649)
O (-0.8699, 1.3212, -0.4808)
N (-0.2689, 1.9169, -1.5306)
C (-0.3287, 1.2629, -2.7178)
C (0.2262, 1.7731, -3.8483)
C (0.8601, 3.0292, -3.7563)
C (0.8834, 3.6893, -2.5665)
C (0.2949, 3.1641, -1.3744)
S (0.2979, 3.9829, 0.0873)
H (-0.8548, 0.3209, -2.6690)
H (0.1648, 1.2231, -4.7751)
H (1.3207, 3.4714, -4.6304)
H (1.3519, 4.6573, -2.4680)
C (2.5770, -1.0528, -1.5258)
Si (2.9568, -0.1075, 0.0734)
C (4.1579, 1.2687, -0.3375)
C (3.8707, -1.3416, 1.1791)
C (1.4196, 0.6027, 0.8309)
Si (1.2471, 0.9742, 2.6467)
C (1.4325, -0.5553, 3.7596)
C (2.6157, 2.1457, 3.1708)
C (-0.4322, 1.7320, 3.0249)
H (3.4740, -1.1348, -2.1447)
H (1.8102, -0.5445, -2.1171)
H (2.2327, -2.0761, -1.3361)
H (5.0938, 0.8817, -0.7479)
H (4.3897, 1.8590, 0.5513)
H (3.7184, 1.9477, -1.0726)
H (4.6988, -1.7856, 0.6197)
H (3.2652, -2.1671, 1.5670)
H (4.2959, -0.8304, 2.0462)
H (1.3637, 1.6168, 0.4126)
H (2.4158, -1.0182, 3.6600)
H (0.6784, -1.3378, 3.6230)
H (1.3283, -0.2312, 4.7988)
H (3.6049, 1.7080, 3.0138)
H (2.5291, 2.4107, 4.2276)
H (2.5537, 3.0647, 2.5829)
H (-1.0284, 1.0966, 3.6850)
H (-0.9840, 1.9131, 2.1006)
H (-0.3118, 2.7016, 3.5131)

# 3
ORCA calculation (the ωB97M-V functional and the def2-TZVPD basis) on a structure of composition C14H29O3PPtS at a distorted geometry.

Calculated values
E_LUMO (alpha / beta)	-14.3 / -19.1	eV
total charge	+4
HOMO level (alpha / beta)	-22.575 / -24.085	eV
spin multiplicity	5

CARTESIAN COORDINATES (ANGSTROEM)
Pt (0.3681, -0.6436, 0.9665)
C (0.6023, 1.0812, 1.8655)
O (0.8483, 1.9602, 2.5677)
C (2.2677, -0.9606, 0.8814)
O (3.3972, -1.1944, 0.7472)
C (-0.1331, -2.4609, 0.3949)
O (-0.1401, -3.5098, -0.1120)
C (0.7566, 2.1119, -1.4873)
P (-0.1663, 0.5081, -1.1276)
H (-2.3959, 1.0801, -1.7995)
H (0.5396, 2.7660, -0.6265)
C (-0.2435, -0.3824, -2.7931)
H (-0.4869, 0.4127, -3.5173)
C (0.2585, 2.7928, -2.7523)
H (-0.8295, 2.9029, -2.7620)
H (0.5863, 2.2643, -3.6548)
H (0.6924, 3.7978, -2.7962)
C (2.2729, 1.9097, -1.5362)
H (2.5704, 1.3706, -2.4429)
C (-2.6490, -0.1129, -0.0207)
H (2.6704, 1.3866, -0.6586)
H (2.7556, 2.8953, -1.5766)
C (-2.0283, 2.3296, -0.0688)
H (-2.0650, -0.3828, 0.8771)
H (-3.6306, 0.2439, 0.3105)
H (-2.7746, -1.0370, -0.5881)
C (-1.9353, 0.9856, -0.8018)
H (-3.0669, 2.5000, 0.2416)
H (-1.7326, 3.1644, -0.7134)
H (-1.4019, 2.3191, 0.8334)
C (-1.3678, -1.4206, -2.8429)
H (-1.1899, -2.2256, -2.1174)
H (-1.3946, -1.8736, -3.8432)
H (-2.3578, -0.9829, -2.6685)
C (1.0982, -1.0034, -3.1880)
H (1.4115, -1.7577, -2.4547)
H (1.9053, -0.2726, -3.3116)
H (0.9851, -1.5091, -4.1563)
H (-3.1804, 0.4187, 2.3923)
H (-2.6073, -0.0066, 2.6346)
C (0.4226, -3.2617, 4.7505)
S (0.6004, -1.6682, 3.9125)
C (2.2042, -1.0702, 4.5146)
H (-0.3434, -3.7960, 4.1651)
H (0.0289, -3.1031, 5.7622)
H (1.3580, -3.8428, 4.7932)
H (2.6822, -1.7065, 5.2545)
H (2.8219, -0.9372, 3.6285)
H (2.0162, -0.0791, 4.9243)

# 4
ORCA calculation (the ωB97M-V functional and the def2-TZVPD basis) on a structure of composition C14H2Cl40F6O4S at a distorted geometry.

Calculated values
E_LUMO	-0.3	eV
HOMO level	-10.750	eV

CARTESIAN COORDINATES (ANGSTROEM)
O (4.4406, 4.8398, -4.3879)
S (5.0847, 5.3777, -5.6305)
O (5.8854, 4.3771, -6.3780)
O (3.9953, 5.9342, -6.8084)
C (3.6549, 7.2414, -6.2526)
F (2.5024, 6.9048, -5.4700)
C (4.9339, 7.8131, -5.4403)
C (5.8104, 8.6092, -6.5194)
F (5.6906, 8.0964, -7.8142)
F (7.1674, 8.4603, -6.1389)
C (5.5475, 10.1778, -6.5837)
F (5.9928, 10.8098, -5.4303)
F (6.2997, 10.6678, -7.6702)
F (4.2141, 10.4209, -6.8960)
O (5.8673, 6.7484, -5.0368)
H (3.3121, 8.0296, -7.0057)
H (4.5883, 8.3456, -4.5053)
C (-0.6570, 5.1473, -4.5800)
Cl (-0.8684, 5.9408, -3.0045)
Cl (-1.6928, 3.7074, -4.6596)
Cl (-1.1094, 6.2746, -5.8761)
Cl (1.0388, 4.6686, -4.7770)
C (1.6116, 0.9042, -2.8716)
Cl (0.0362, 1.6528, -3.2056)
Cl (1.9121, -0.3937, -4.0463)
Cl (2.8894, 2.1299, -3.0043)
Cl (1.6075, 0.2300, -1.2291)
C (1.2182, 2.3663, 2.4379)
Cl (2.4821, 3.0923, 3.4529)
Cl (-0.3237, 3.1991, 2.7258)
Cl (1.6666, 2.5247, 0.7283)
Cl (1.0472, 0.6468, 2.8463)
C (6.5321, 10.5333, -1.8757)
Cl (6.8690, 12.1481, -2.5311)
Cl (4.9701, 10.5499, -1.0322)
Cl (6.4732, 9.3559, -3.2055)
Cl (7.8150, 10.0759, -0.7386)
C (1.2920, -2.5213, 5.5858)
Cl (-0.2834, -1.7718, 5.2468)
Cl (1.5925, -3.8215, 4.4144)
Cl (2.5725, -1.2977, 5.4524)
Cl (1.2863, -3.1925, 7.2298)
C (-4.5756, 2.4041, -1.8990)
Cl (-6.1546, 3.1466, -2.2281)
Cl (-4.2724, 1.1103, -3.0775)
Cl (-3.3034, 3.6336, -2.0341)
Cl (-4.5714, 1.7237, -0.2589)
C (-0.9208, -6.8962, 5.4184)
Cl (-1.1150, -5.1456, 5.6405)
Cl (-2.2833, -7.5279, 4.4724)
Cl (0.5977, -7.2210, 4.5568)
Cl (-0.8824, -7.6933, 7.0050)
C (-4.2510, -11.4987, 4.9237)
Cl (-2.9921, -10.7747, 5.9438)
Cl (-5.7945, -10.6653, 5.2084)
Cl (-3.7963, -11.3327, 3.2154)
Cl (-4.4226, -13.2194, 5.3258)
C (-7.1978, -15.9398, 5.7555)
Cl (-7.6590, -14.2288, 5.8502)
Cl (-6.3436, -16.2393, 4.2277)
Cl (-6.1316, -16.3407, 7.1178)
Cl (-8.6554, -16.9512, 5.8267)
C (-10.0484, -11.0694, 7.8991)
Cl (-10.1305, -10.1851, 9.4364)
Cl (-10.5627, -12.7493, 8.1538)
Cl (-11.1191, -10.2955, 6.7129)
Cl (-8.3795, -11.0477, 7.2924)

# 5
ORCA calculation (the ωB97M-V functional and the def2-TZVPD basis) on a structure of composition C14H30BLaO4 at a distorted geometry.

Calculated values
energy above the lowest of the compared OMol25 structures with the same formula, charge and spin	29.3	kcal/mol
E_LUMO	-10.3	eV
total charge	+2
HOMO level	-12.435	eV

CARTESIAN COORDINATES (ANGSTROEM)
C (6.2385, -0.0823, 0.7442)
C (5.8596, -0.1513, -0.7796)
O (4.9413, 0.8536, -1.1833)
C (3.6683, 0.6616, -0.6284)
C (2.7866, -0.3847, -1.3903)
C (1.5156, -0.7022, -0.5201)
C (0.2921, 0.2172, -0.8834)
C (-0.8651, -0.5254, -1.6164)
B (-1.9537, -1.2587, -0.5763)
C (-3.5421, -1.0292, -1.1597)
C (-3.9839, 0.4554, -1.1171)
C (-4.0983, 1.0756, 0.3146)
C (-2.8939, 2.0380, 0.5362)
O (-3.1259, 2.8861, 1.6857)
C (-1.8813, 3.1228, 2.2858)
O (-1.7739, -1.1430, 0.8445)
C (-2.1225, -2.4609, 1.3565)
C (-1.2947, -3.2998, 0.3141)
O (-1.7821, -2.6707, -0.8712)
H (5.6212, -0.8579, 1.2506)
H (5.9043, 0.8748, 1.1913)
H (7.3012, -0.2855, 0.9301)
H (5.5630, -1.1755, -1.0890)
H (6.7929, 0.0541, -1.3399)
H (3.6650, 0.4156, 0.4539)
H (3.1414, 1.6373, -0.7220)
H (2.4087, 0.1313, -2.2977)
H (3.3324, -1.2873, -1.7050)
H (1.2070, -1.7599, -0.5809)
H (1.7813, -0.4833, 0.5334)
H (0.6706, 1.0099, -1.5699)
H (-0.0276, 0.7375, 0.0386)
H (-0.4023, -1.3140, -2.2357)
H (-1.3984, 0.1484, -2.3182)
H (-3.5124, -1.3550, -2.2193)
H (-4.2528, -1.7002, -0.6462)
H (-4.9813, 0.4956, -1.6119)
H (-3.3286, 1.1106, -1.7247)
H (-4.2129, 0.3295, 1.1172)
H (-5.0135, 1.7039, 0.3253)
H (-2.0175, 1.3900, 0.7619)
H (-2.6743, 2.6377, -0.3712)
H (-1.5763, 2.1434, 2.8144)
H (-1.9736, 3.9264, 3.1021)
H (-1.1019, 3.3802, 1.5257)
H (-1.7399, -2.4887, 2.3887)
H (-3.1851, -2.7506, 1.2324)
H (-0.2492, -3.0527, 0.6103)
H (-1.3968, -4.3941, 0.3330)
La (-0.3292, 3.1765, 4.4670)

# 6
ORCA calculation (the ωB97M-V functional and the def2-TZVPD basis) on a cluster of 2 separate species, C14H30BrN4O3 in total.

Calculated values
E_LUMO	-2.9	eV
total charge	+1
HOMO level	-10.783	eV

CARTESIAN COORDINATES (ANGSTROEM)
C (1.4142, -2.8246, 1.4254)
O (2.1818, -2.0009, 0.5787)
C (1.4497, -0.9497, -0.0040)
C (0.3696, -1.4289, -0.9658)
C (0.0916, -0.4161, -2.0689)
C (-1.2526, -0.6664, -2.7584)
C (-2.3873, -0.1534, -1.9646)
N (-2.3824, 1.0545, -1.4056)
C (-3.5489, 1.1908, -0.8047)
N (-3.9770, 2.2306, -0.0671)
N (-4.3003, 0.0968, -1.0103)
N (-3.5296, -0.7849, -1.7070)
C (-3.9678, -2.1136, -2.1215)
C (-4.2234, -3.1477, -1.0033)
C (-4.4519, -2.6652, 0.4129)
Br (-2.8960, -1.8653, 1.2432)
H (0.7462, -2.2305, 2.0572)
H (0.8291, -3.5580, 0.8641)
H (2.1012, -3.3677, 2.0686)
H (2.1735, -0.3230, -0.5207)
H (1.0041, -0.3344, 0.7868)
H (0.6641, -2.3880, -1.3937)
H (-0.5594, -1.6005, -0.4079)
H (0.1095, 0.5968, -1.6675)
H (0.8700, -0.4613, -2.8286)
H (-1.3386, -1.7339, -2.9524)
H (-1.2619, -0.1587, -3.7240)
H (-3.6822, 3.1669, -0.2761)
H (-4.5504, 2.0659, 0.7397)
H (-5.2362, -0.1210, -0.7156)
H (-4.8629, -1.9940, -2.7297)
H (-3.1748, -2.4671, -2.7682)
H (-5.1336, -3.6844, -1.2749)
H (-3.4275, -3.8882, -1.0008)
H (-4.7054, -3.5158, 1.0360)
H (-5.2828, -1.9692, 0.4995)
C (4.2250, 0.7966, 0.9627)
O (3.2287, 1.8003, 0.8360)
C (2.8070, 2.3354, 2.0799)
C (3.4499, 3.6730, 2.3701)
O (4.8459, 3.5518, 2.5617)
C (5.6154, 3.9502, 1.4416)
H (4.5971, 0.5793, -0.0376)
H (5.0604, 1.1295, 1.5821)
H (3.8016, -0.1194, 1.3861)
H (3.0290, 1.6351, 2.8913)
H (1.7202, 2.4675, 2.0325)
H (3.0221, 4.0769, 3.2933)
H (3.2309, 4.3754, 1.5594)
H (5.5726, 5.0359, 1.3058)
H (5.2767, 3.4599, 0.5254)
H (6.6460, 3.6628, 1.6389)

no.,electronic energy (eV)
1,-33139.537
2,-93234.578
3,-44449.177
4,-550770.838
5,-24706.290
6,-97142.366